No. 1
20
Properties=species:S:1:pos:R:3 method="wB97M-V/def2-TZVPD" e_lumo_ev=0.9 relative_energy_kj_mol=73.85 e_homo_ev=-8.52 smiles="CN=C(N)N.CC(=O)O" orbital_gap_ev=9.4 energy_ha=-473.7746
C -1.21994 -1.20468 -2.27964
N -0.67646 -0.98787 -0.91403
C -1.52220 -0.81537 0.07445
N -2.88016 -0.81741 -0.19435
N -1.03989 -0.52620 1.29636
H -1.72459 -2.15912 -2.30841
H -0.27197 -1.21426 -2.82722
H -1.79081 -0.32090 -2.60968
H -3.56439 -1.22937 0.40314
H -3.01209 -0.87903 -1.18871
H -0.06054 -0.31983 1.42032
H -1.66093 -0.38483 2.00636
C 2.66176 2.24147 0.90227
C 1.88290 0.99182 0.59098
O 1.73458 0.02680 1.30061
O 1.37079 0.99129 -0.63402
H 2.27881 2.63665 1.83738
H 2.52070 3.04434 0.15132
H 3.73812 2.04651 0.92795
H 0.74385 0.30099 -0.98401

No. 2
20
Properties=species:S:1:pos:R:3 method="wB97M-V/def2-TZVPD" e_lumo_ev="-2.6 / -6.9" s2=0.76 total_charge=+1 relative_energy_kj_mol=0.00 spin_multiplicity=2 e_homo_ev="-14.41 / -14.41" orbital_gap_ev="11.8 / 7.5" energy_ha=-473.5184
C 0.20705 4.38981 0.54067
C -0.02061 2.91781 0.44992
O 0.60063 2.14667 1.27626
O -0.76592 2.35108 -0.33812
H 1.26608 4.61288 0.61149
H -0.29406 4.74971 1.42936
H -0.21607 4.83798 -0.34249
C 0.47874 -3.71845 -0.29463
C -0.31470 -1.36678 -0.29477
N 0.78218 -0.96073 0.34598
N -0.45728 -2.65352 -0.61888
N -1.27468 -0.48630 -0.59646
H 1.52056 -1.59751 0.56061
H 0.90249 0.01041 0.58212
H -1.30833 -2.90640 -1.08049
H -2.06765 -0.80499 -1.13576
H -1.14450 0.51733 -0.48219
H -0.07449 -4.66579 -0.27199
H 0.89809 -3.57768 0.69729
H 1.28245 -3.79550 -1.03793

No. 3
24
Properties=species:S:1:pos:R:3 method="wB97M-V/def2-TZVPD" e_lumo_ev=0.3 relative_energy_kj_mol=35.44 e_homo_ev=-8.99 orbital_gap_ev=9.3 energy_ha=-1420.4953
C -2.50866 1.12826 -0.53568
C 2.62933 0.81110 1.17242
C -0.80268 -2.64497 -0.28231
C 2.68771 0.02319 -0.15045
N -2.87486 1.80147 -1.50721
N -2.24985 1.78478 0.64336
N -2.33023 -0.26022 -0.46739
O 0.16273 -0.38914 0.50563
O -1.46527 -1.32670 1.81546
O 0.44660 1.48767 -1.09213
O 0.80564 -0.88955 -1.73215
S -1.31471 -1.04053 0.42776
S 0.93347 0.16951 -0.79498
H 3.68510 1.17178 1.30004
H 2.02254 1.68232 1.12899
H 2.32842 0.17171 2.02893
H 0.22913 -2.44970 -0.09158
H -1.20057 -3.36989 0.42815
H -0.76135 -2.73061 -1.33321
H 2.88215 -0.95153 0.01469
H 3.28468 0.53521 -0.86325
H -2.93399 1.36078 -2.41928
H -1.98034 2.71844 0.64700
H -1.67498 1.20663 1.15717

No. 4
19
Properties=species:S:1:pos:R:3 method="wB97M-V/def2-TZVPD" e_lumo_ev="-5.9 / -5.3" total_charge=+1 relative_energy_kj_mol=542.41 e_homo_ev="-13.89 / -13.63" orbital_gap_ev="8.0 / 8.4" energy_ha=-377.6202
C -1.24640 0.37889 0.31591
C 0.43146 0.36911 0.39351
C 0.99496 1.71987 0.09927
C 1.32516 -1.87612 -0.26422
N -1.85038 -0.03520 -0.73228
N 0.90618 -0.50450 -0.51066
N -1.78780 0.76550 1.50730
N -1.08662 -0.52473 -1.74630
H 0.53794 0.14529 1.38922
H 0.95628 2.22202 1.17424
H 0.45880 2.28977 -0.58373
H 1.99978 1.66104 -0.11625
H 1.53988 -2.34976 -1.22834
H 2.21954 -2.08045 0.34669
H 0.52272 -2.39143 0.43288
H -1.10725 0.79379 2.29695
H -2.69374 0.84644 1.70685
H -1.20242 -1.52728 -1.89027
H -0.91807 0.09775 -2.59076

No. 5
19
Properties=species:S:1:pos:R:3 method="wB97M-V/def2-TZVPD" e_lumo_ev="-6.9 / -7.0" total_charge=+1 relative_energy_kj_mol=608.45 e_homo_ev="-12.06 / -11.94" smiles="CNC/N=C(/C)N=[NH2+]" orbital_gap_ev="5.2 / 5.0" energy_ha=-377.5950
C -3.29500 -0.54187 -0.56769
N -2.40050 0.05915 0.28479
C -1.19279 -0.64551 0.61703
N -0.00077 -0.01503 0.19491
C 1.27113 0.08767 0.17611
C 1.81417 1.52722 -0.01957
N 2.15015 -0.96578 -0.04444
N 3.40239 -0.74566 -0.23165
H -2.80475 -0.80801 -1.41424
H -3.85242 -1.30041 0.04211
H -4.00903 0.15482 -0.80477
H -2.40435 1.00796 0.29312
H -1.25274 -1.60847 0.16807
H -1.12678 -0.63474 1.65153
H 2.20190 1.92386 -1.03867
H 2.56530 1.56111 0.90364
H 1.16353 2.27219 0.33142
H 4.00092 -1.51733 -0.44569
H 3.76963 0.18885 -0.09601

No. 6
19
Properties=species:S:1:pos:R:3 method="wB97M-V/def2-TZVPD" e_lumo_ev="-3.0 / -6.1" s2=2.01 total_charge=+1 relative_energy_kj_mol=176.34 spin_multiplicity=3 e_homo_ev="-9.61 / -14.48" orbital_gap_ev="6.7 / 8.3" energy_ha=-377.5558
C 1.00957 2.21978 0.15277
C -0.34636 0.39316 0.46488
C -1.05202 0.72306 1.76693
C 1.43557 0.36270 -1.19321
N 0.77471 1.02075 -0.13185
N -0.45702 -0.71498 -0.17745
N -0.70975 -2.74069 -1.14554
N -1.08981 -1.79479 -0.18780
H 0.41944 2.83411 0.91639
H 1.77674 2.85735 -0.40021
H -1.06356 -0.11258 2.51270
H -2.11937 0.88756 1.48763
H -0.68676 1.60355 2.29927
H 2.24719 0.92557 -1.65980
H 2.00508 -0.48857 -0.80236
H 0.66385 -0.04791 -1.83095
H -1.00279 -3.58734 -0.84733
H 0.16991 -2.47657 -1.62059
H -1.97462 -1.86417 0.39652

No. 7
21
Properties=species:S:1:pos:R:3 method="wB97M-V/def2-TZVPD" e_lumo_ev=-3.9 total_charge=+1 relative_energy_kj_mol=241.52 e_homo_ev=-13.00 orbital_gap_ev=9.1 energy_ha=-528.2359
C 0.86240 1.54024 0.39014
C -0.08888 0.57190 0.94579
C -0.18108 -0.76992 0.08028
C 2.68218 -0.04782 0.32726
N 0.72408 -1.69031 0.04424
N -1.42053 -0.90451 -0.33706
N 3.87598 -0.43371 -0.11681
N -3.24079 1.01547 0.32679
O 0.62919 2.68802 0.04940
O 2.20268 1.12296 0.04277
H 0.26790 0.14445 2.01110
H -0.91148 1.11758 1.14554
H 2.31698 -0.54094 1.27714
H 0.27432 -2.54411 -0.39121
H -3.78248 1.31232 -0.39947
H -1.84096 -1.70768 -0.75992
H 4.35857 -1.41086 0.14828
H 4.28650 0.07815 -0.95325
H -3.28283 1.86018 0.97916
H -3.73019 0.30319 0.84716
H -2.12584 -0.18990 -0.25000

No. 8
20
Properties=species:S:1:pos:R:3 method="wB97M-V/def2-TZVPD" e_lumo_ev=-0.1 relative_energy_kj_mol=462.38 e_homo_ev=-8.49 smiles="[H]/N=C1/NN1C(N)(N)CC" orbital_gap_ev=8.4 energy_ha=-432.6041
H 1.11043 -2.67326 -1.48284
N 1.32491 -2.20926 -0.59646
C 1.30417 -0.94535 -0.74116
N 2.22435 0.10466 -0.81840
N 1.40144 -0.01943 0.35225
C 0.25865 0.83543 0.41079
N 0.47057 2.11678 -0.11327
N -0.15739 0.93703 1.74590
C -1.04352 0.02344 -0.54782
C -1.76266 -1.11270 0.15663
H 3.14531 -0.28004 -0.59741
H -0.29953 2.69807 -0.41956
H 1.36637 2.35637 -0.51911
H 0.03909 0.15342 2.35725
H -0.90490 1.56936 1.99956
H -0.86978 -0.19996 -1.60365
H -1.72916 0.87623 -0.62186
H -1.13520 -2.00336 0.24249
H -2.67877 -1.39072 -0.37584
H -2.06439 -0.83671 1.17250